# 1
6
Properties=species:S:1:pos:R:3 method="wB97M-V/def2-TZVPD" homo_lumo_gap_ha="0.24535 / 0.20157" spin_multiplicity=3 total_charge=0 s_squared=2.013 energy_ha=-1337.99153 relative_energy_kcal_mol=25.83
F -0.63 -0.91 -2.21
F 1.64 0.07 -2.08
P 0.81 -1.26 -1.59
S 1.50 -2.85 -2.34
S 0.61 -0.90 0.57
H 1.28 0.21 0.77

***

# 2
10
Properties=species:S:1:pos:R:3 method="wB97M-V/def2-TZVPD" homo_lumo_gap_ha=0.38117 total_charge=0 smiles="[H]/N=C/N.S" energy_ha=-549.36097 relative_energy_kcal_mol=16.46
S 2.05 -0.27 0.91
H 1.58 0.22 -0.17
N -1.02 -0.95 -0.55
C -1.97 -0.06 -0.74
N -1.62 1.30 -0.73
H 3.18 0.69 0.92
H -1.40 -1.89 -0.48
H -3.08 -0.24 -0.61
H -2.21 2.00 -0.36
H -0.61 1.45 -0.43

***

Repeat the first record exactly.
6
Properties=species:S:1:pos:R:3 method="wB97M-V/def2-TZVPD" homo_lumo_gap_ha="0.24535 / 0.20157" spin_multiplicity=3 total_charge=0 s_squared=2.013 energy_ha=-1337.99153 relative_energy_kcal_mol=25.83
F -0.63 -0.91 -2.21
F 1.64 0.07 -2.08
P 0.81 -1.26 -1.59
S 1.50 -2.85 -2.34
S 0.61 -0.90 0.57
H 1.28 0.21 0.77